This record from the Open Molecules 2025 dataset describes C11H29CeI2OP2Si as an isolated structure at a distorted geometry. The level of theory is wB97M-V/def2-TZVPD.

Structure (XYZ):
```
47
Properties=species:S:1:pos:R:3:lowdin_charge:R:1
I 0.2479 -1.3171 -6.2675 0.085
I 0.2461 1.4008 -6.6016 0.150
Ce 0.2567 -1.0635 -0.4305 0.839
P -2.2817 0.0228 -1.1135 0.767
C -3.1725 0.0957 -2.7049 -0.235
C -3.2793 -1.2998 -0.2945 -0.233
H -4.3341 -0.9975 -0.2902 0.076
H -4.1451 1.4280 -0.3464 0.080
H -2.9316 -1.5027 0.7236 0.033
H -2.6357 1.7699 0.5851 0.028
H -2.9331 -0.8104 -3.2801 0.061
H -3.2078 -2.2183 -0.8889 0.062
C -3.0472 1.5311 -0.3994 -0.219
H -4.2635 0.1484 -2.5200 0.080
H -2.8368 2.3651 -1.0847 0.067
H -2.8412 1.0006 -3.2381 0.064
P 2.7508 0.0602 -1.0678 0.753
C 3.6654 0.0597 -2.6379 -0.235
C 3.5283 1.5567 -0.3519 -0.213
H 3.2374 -1.4684 0.8150 0.053
H 4.7052 -0.9831 -0.0963 0.075
H 3.6198 -2.2150 -0.7688 0.066
C 3.6540 -1.2855 -0.1858 -0.231
H 3.0681 1.8210 0.6081 0.043
H 4.6139 1.4011 -0.2290 0.077
H 4.7496 0.0900 -2.4365 0.078
H 3.3684 0.9548 -3.2072 0.066
H 3.3800 2.3864 -1.0615 0.071
H 3.4188 -0.8577 -3.1924 0.062
C 0.2557 0.2141 -2.4413 -0.228
O 0.2541 0.6137 -3.5256 -0.035
C -2.1348 0.4414 3.0323 -0.166
Si -0.3683 -0.1801 2.7442 0.405
C 0.4952 0.3586 4.3198 -0.168
C -0.2872 -2.0615 2.7943 -0.177
C 0.3487 0.5374 1.1762 -0.436
H -2.5322 -0.0019 3.9642 0.058
H -2.8385 0.2012 2.2198 0.003
H -2.1204 1.5394 3.1575 0.056
H 0.0253 -0.1151 5.1955 0.054
H 1.5554 0.0774 4.3058 0.039
H 0.4140 1.4466 4.4426 0.048
H -0.8205 -2.5985 1.9939 0.017
H 0.7484 -2.4333 2.8183 0.051
H -0.7505 -2.3870 3.7374 0.069
H -0.2331 1.3566 0.7363 0.029
H 1.3876 0.9178 1.2925 0.015
```

As for the total charge: +2. The energy above the lowest of the compared OMol25 structures with the same formula, charge and spin is 0.1041 eV. The gap between HOMO and LUMO (alpha / beta) is 6.2 / 6.3 eV. The calculation puts the LUMO energy (alpha / beta) at -7.7669 / -7.7072 eV. As for the expectation value of S²: 0.752. The value obtained for the total energy is -69495.1235 eV. Its spin multiplicity is 2. For the HOMO energy (alpha / beta), the calculation gives -14.0 / -14.0 eV.